Below is a molecular structure, C54H54AsF6O18, with properties calculated with ωB97M-V/def2-TZVPD.

Positions of all 133 atoms, in Å:
As: -0.65907 0.46469 -0.33247
F: -0.89388 -1.27415 -0.70554
F: 0.79340 -0.02400 0.64256
F: -0.36677 2.19893 0.18922
F: -1.95789 0.92804 -1.36932
F: -1.86027 0.25340 0.96529
F: 0.45298 0.64911 -1.68994
C: -11.33178 -2.02012 2.67976
C: -10.31418 -2.18403 1.78589
C: -9.42915 -1.07959 1.59079
C: -9.72630 0.22608 2.09937
C: -10.83311 0.32028 2.97978
C: -11.65733 -0.78390 3.23731
O: -12.75793 -0.63823 4.02199
O: -8.33588 -1.17754 0.72327
H: -12.00704 -2.85811 2.77022
H: -10.06599 -3.07604 1.22991
H: -9.16808 1.14299 1.98082
H: -11.01445 1.24675 3.50435
H: -13.41655 -0.07202 3.61306
H: -7.74746 -0.42190 0.78944
C: -2.78501 -4.24245 9.30029
C: -3.04007 -4.49393 7.88934
C: -3.70161 -3.47240 7.09805
C: -4.10900 -2.29681 7.66299
C: -3.70544 -2.00537 9.02099
C: -3.13402 -2.97311 9.84016
O: -2.93663 -2.81337 11.16092
O: -3.97430 -3.88691 5.82366
H: -2.05844 -4.79054 9.88176
H: -2.68033 -5.40853 7.44157
H: -4.51211 -1.50748 7.04587
H: -3.99755 -1.05504 9.44281
H: -2.49462 -3.45825 11.71802
H: -4.53945 -3.24201 5.39202
C: -3.89226 2.06790 -11.04428
C: -2.54061 2.12562 -11.11046
C: -1.74589 2.36223 -9.98859
C: -2.33965 2.54365 -8.76061
C: -3.70076 2.53118 -8.64064
C: -4.44940 2.27658 -9.83221
O: -5.78873 2.43751 -9.68178
O: -0.36132 2.49766 -10.15660
H: -4.50287 1.92445 -11.92348
H: -2.08173 2.04841 -12.08507
H: -1.80271 2.78823 -7.85603
H: -4.19051 2.82043 -7.72256
H: -6.29090 2.25411 -10.47914
H: 0.15395 1.73268 -9.89031
C: -4.84237 -7.17540 -7.75257
C: -4.46086 -7.06195 -6.42394
C: -4.55209 -5.90955 -5.76648
C: -4.60116 -4.76421 -6.51980
C: -4.81624 -4.78390 -7.87302
C: -5.06093 -6.02092 -8.52804
O: -5.36971 -5.92452 -9.81349
O: -4.75465 -5.84653 -4.40972
H: -5.05562 -8.18376 -8.07528
H: -4.47964 -7.99923 -5.88770
H: -4.37912 -3.77353 -6.15148
H: -4.90222 -3.85834 -8.42288
H: -4.75341 -6.45682 -10.32185
H: -5.24154 -5.05769 -4.16022
C: 8.44595 3.28948 6.98128
C: 7.47299 4.30143 6.83357
C: 6.71868 4.39322 5.62528
C: 6.96683 3.45261 4.66375
C: 7.90984 2.41696 4.74855
C: 8.67460 2.35406 5.91691
O: 9.46710 1.33501 6.13859
O: 5.79685 5.36171 5.43169
H: 9.02130 3.22400 7.89291
H: 7.34984 4.93925 7.69636
H: 6.26864 3.45138 3.83978
H: 7.99502 1.80039 3.86594
H: 9.79113 0.76638 5.43627
H: 5.40418 5.26571 4.56095
C: -2.39631 9.94140 4.84893
C: -3.37638 10.08963 5.82037
C: -4.59768 9.41901 5.76862
C: -4.78220 8.46444 4.69378
C: -3.78698 8.33870 3.74895
C: -2.55417 9.04995 3.78507
O: -1.56605 8.95527 2.87662
O: -5.69018 9.67407 6.58445
H: -1.53354 10.57877 4.97459
H: -3.15003 10.71565 6.67083
H: -5.69730 7.89120 4.67398
H: -3.78840 7.58871 2.97182
H: -1.49929 8.11131 2.42400
H: -5.46268 9.97488 7.46726
C: 5.10210 -5.72277 8.67313
C: 4.31116 -5.65399 7.51071
C: 3.90912 -4.39982 7.05229
C: 4.38533 -3.27858 7.68690
C: 5.12012 -3.34544 8.87579
C: 5.46874 -4.57023 9.44030
O: 6.15565 -4.65311 10.64393
O: 3.06998 -4.34761 5.96911
H: 5.30253 -6.74877 8.94436
H: 3.91396 -6.61503 7.21912
H: 3.86994 -2.41613 7.29071
H: 5.23807 -2.46011 9.48297
H: 6.55892 -3.84075 10.95863
H: 3.03383 -3.46173 5.60100
C: 2.89614 -4.17880 -5.49377
C: 3.14119 -3.62240 -6.78225
C: 4.41879 -3.03564 -6.97397
C: 5.41411 -3.08965 -5.99226
C: 5.16212 -3.78191 -4.81986
C: 3.91602 -4.26657 -4.57362
O: 3.89027 -4.92189 -3.33812
O: 4.66314 -2.46582 -8.15657
H: 1.87646 -4.50400 -5.34926
H: 2.29762 -3.49703 -7.44489
H: 6.41927 -2.85561 -6.31048
H: 5.96913 -3.86546 -4.10702
H: 4.68441 -5.45862 -3.28454
H: 5.61157 -2.38871 -8.28356
C: 10.53109 2.81368 -6.53233
C: 9.83663 2.73012 -5.36216
C: 8.43870 2.90028 -5.36007
C: 7.74288 3.25144 -6.53763
C: 8.43413 3.50675 -7.68209
C: 9.78597 3.17372 -7.72638
O: 10.37951 3.38593 -8.89544
O: 7.67855 2.71129 -4.21237
H: 11.60972 2.77481 -6.57019
H: 10.28891 2.48660 -4.41214
H: 6.67018 3.31371 -6.42890
H: 8.05753 3.87543 -8.62477
H: 11.32046 3.22349 -8.79631
H: 6.79237 2.38497 -4.38493

Computed properties:
charge	-1
gap between HOMO and LUMO	0.303	Ha
HOMO energy	-6.562	eV

Below is a molecular structure, C35H33Cl2MnN4OPS2, with properties calculated with ωB97M-V/def2-TZVPD.

Positions of all 79 atoms, in Å:
Mn: 0.27149 1.01522 -0.98652
Cl: 1.83009 1.97812 -2.35802
C: 2.10289 3.60522 -1.83212
C: 3.15019 4.35682 -2.32892
C: 3.34309 5.64092 -1.83832
C: 2.52129 6.13952 -0.83972
C: 1.46789 5.38042 -0.35702
Cl: 0.47389 5.96922 0.91048
C: 1.21249 4.10302 -0.87762
S: -0.19641 3.18542 -0.39992
H: 3.79769 3.95132 -3.08902
H: 4.14569 6.24892 -2.22662
H: 2.69189 7.11912 -0.42322
C: -6.00711 -1.12488 -0.89952
C: -5.02751 -0.03398 -1.17652
C: -5.33971 1.31682 -1.01612
C: -4.31581 2.22632 -1.24102
N: -3.10311 1.85192 -1.60192
C: -2.91541 0.54882 -1.78252
S: -1.38221 0.05042 -2.39662
N: -3.81471 -0.40158 -1.56742
H: -7.02121 -0.73878 -0.85332
H: -5.76191 -1.59348 0.05378
H: -5.93491 -1.88528 -1.67262
H: -6.32911 1.63912 -0.73632
H: -4.46531 3.29282 -1.14292
C: 2.76899 -5.03728 -2.25202
N: 2.83509 -3.68228 -1.78712
N: 1.70929 -2.93338 -1.58282
C: 2.07099 -1.63708 -1.30602
O: 1.23839 -0.73318 -1.04902
C: 3.48469 -1.61168 -1.36352
C: 3.91259 -2.88378 -1.66552
C: 5.28879 -3.40388 -1.83172
C: 0.42519 -3.50548 -1.42022
C: -0.60331 -3.12408 -2.26632
C: -1.87751 -3.61998 -2.05532
C: -2.11171 -4.51168 -1.02422
C: -1.07511 -4.90258 -0.19192
C: 0.19809 -4.40088 -0.38232
H: 1.83209 -5.18638 -2.78852
H: 2.82569 -5.75748 -1.43212
H: 3.59609 -5.22198 -2.93482
H: 4.10149 -0.76058 -1.17592
H: 6.00749 -2.64758 -1.53392
H: 5.47649 -3.65898 -2.87452
H: 5.44319 -4.29248 -1.22112
H: -0.40821 -2.42598 -3.06322
H: -2.68351 -3.28668 -2.68742
H: -3.10491 -4.89848 -0.86242
H: -1.26661 -5.58328 0.62088
H: 1.00559 -4.68708 0.27328
C: -1.39401 -1.04278 1.42308
P: -0.48581 0.52762 1.16048
C: -1.47931 1.73892 2.08268
C: -0.82211 2.78292 2.73098
C: -1.54551 3.76232 3.38178
C: -2.93011 3.71742 3.38128
C: -3.58831 2.69022 2.72528
C: -2.86931 1.70452 2.07258
C: 0.98809 0.36242 2.23018
C: 0.90839 0.05462 3.58618
C: 2.06549 -0.00618 4.34428
C: 3.30259 0.24062 3.76788
C: 3.38609 0.55172 2.42118
C: 2.23289 0.61822 1.66228
H: -2.25571 -1.08278 0.75578
H: -1.71891 -1.10918 2.46168
H: -0.73941 -1.87708 1.17438
H: 0.25789 2.82052 2.72178
H: -1.02751 4.56072 3.88998
H: -3.49491 4.48422 3.88948
H: -4.66701 2.65562 2.72738
H: -3.39141 0.91172 1.55688
H: -0.05211 -0.11338 4.05378
H: 2.00479 -0.24318 5.39528
H: 4.19869 0.20702 4.36898
H: 4.34449 0.74942 1.96518
H: 2.28869 0.88682 0.60668

Computed properties:
multiplicity	5
charge	+1
<S²>	6.21
gap between HOMO and LUMO (alpha / beta)	0.213 / 0.272	Ha
HOMO energy (alpha / beta)	-10.026 / -10.134	eV

Below is 2 unconnected molecules or ions with the total composition C5H11O3, with properties calculated with ωB97M-V/def2-TZVPD.

Positions of all 19 atoms, in Å:
C: 2.15993 -1.07013 0.30463
C: 1.21589 -2.25150 0.16247
O: 3.10685 -1.32940 1.35451
H: 2.70767 -1.04361 -0.65357
H: 1.70074 -0.10385 0.38402
H: 0.75166 -2.28723 -0.81184
H: 3.91787 -0.85446 1.19009
H: 0.49695 -2.15721 0.98507
H: 1.75571 -3.17361 0.39203
C: -1.94806 1.78576 -0.89640
C: -2.70762 1.10120 0.24367
C: -0.43740 1.58338 -0.58033
O: 0.05036 0.53956 -1.09440
O: 0.14274 2.41660 0.13830
H: -2.16075 1.32576 -1.85751
H: -2.13765 2.86287 -0.91471
H: -2.25523 0.13858 0.42045
H: -3.75797 0.81088 0.09715
H: -2.60168 1.70641 1.13637

Computed properties:
charge	-1
gap between HOMO and LUMO	0.284	Ha
HOMO energy	-4.058	eV

Below is a single C4H5NO molecule, with properties calculated with ωB97M-V/def2-TZVPD.

Positions of all 11 atoms, in Å:
N: 2.21260 0.18428 -0.23104
C: 0.96312 0.01913 -0.09557
C: -0.09801 1.04344 -0.41180
C: -1.41787 0.51089 -0.28113
C: -1.12963 -0.84577 0.27185
O: 0.31147 -1.09151 0.35524
H: 2.72438 -0.65984 0.04033
H: 0.14964 1.89950 -1.02147
H: -0.57426 1.53253 0.53047
H: -1.56760 -1.58411 -0.41805
H: -1.57383 -1.00856 1.26117

Computed properties:
charge	0
gap between HOMO and LUMO	0.362	Ha
HOMO energy	-9.471	eV

Below is a gas-phase ion, C7H11N4O4 (charge +1), with properties calculated with ωB97M-V/def2-TZVPD.

Positions of all 26 atoms, in Å:
C: 0.31664 -0.38329 -0.92574
C: -0.95007 -0.59810 -1.62323
C: -3.08680 -0.43399 -0.40242
C: 0.61777 0.87350 2.24779
C: 1.82158 2.14699 0.30478
C: 2.53776 -0.23372 1.13665
C: 1.37979 0.75368 0.84259
N: 0.29044 0.37754 0.05159
N: -2.03592 -0.61256 -0.89223
N: -0.95314 -1.22516 -2.82185
N: -3.93410 -0.88880 0.64141
O: -0.06722 -1.56522 -3.52555
O: -2.21314 -1.66863 -3.18392
O: -3.77868 -0.32693 1.73065
O: -4.67810 -1.79716 0.29827
H: 1.29816 -0.89504 -1.30031
H: 0.35940 -0.05395 2.45485
H: 1.32142 1.36435 2.92621
H: -0.22569 1.61761 2.18495
H: 2.84344 2.36308 0.63702
H: 2.06995 1.99839 -0.70280
H: 0.99763 2.93626 0.34293
H: 2.86226 -0.50224 0.19383
H: 3.38984 0.18232 1.73005
H: 2.05306 -1.06652 1.53031
H: -2.23627 -2.36241 -3.87585

Computed properties:
charge	+1
gap between HOMO and LUMO (alpha / beta)	0.218 / 0.218	Ha
HOMO energy (alpha / beta)	-13.212 / -13.211	eV

Below is a molecular structure, C53H49N5O2SYb, with properties calculated with ωB97M-V/def2-TZVPD.

Positions of all 111 atoms, in Å:
Yb: 0.14010 -0.06170 0.04650
C: -1.45580 2.86560 0.50420
N: -1.48430 1.66940 1.35140
C: -2.82760 1.08400 1.40440
C: -2.76980 -0.31100 1.97620
C: -3.74360 -0.75900 2.84740
C: -3.68420 -2.05620 3.34940
C: -2.63330 -2.86450 2.91850
C: -1.71610 -2.35040 2.03160
N: -1.73890 -1.08580 1.56370
C: -1.06260 1.99430 2.71540
C: 0.42440 1.89860 2.94520
C: 0.95580 2.42230 4.11340
C: 2.31670 2.31250 4.35700
C: 3.09840 1.67500 3.39920
C: 2.48940 1.17340 2.27030
N: 1.17050 1.26700 2.02620
C: -1.83290 2.58110 -0.92860
C: -2.31530 3.60380 -1.73090
C: -2.64040 3.34390 -3.05650
C: -2.48540 2.04130 -3.52030
C: -1.99420 1.08600 -2.65650
N: -1.64940 1.32350 -1.37990
H: -0.43010 3.25820 0.50420
H: -2.12150 3.64850 0.90520
H: -3.22810 1.02550 0.38820
H: -3.51630 1.70210 1.99910
H: -4.55020 -0.10210 3.13380
H: -4.43100 -2.42410 4.03250
H: -2.54650 -3.88300 3.26170
H: -0.91720 -2.98080 1.66150
H: -1.54020 1.28860 3.40680
H: -1.39980 3.00140 3.00460
H: 0.30540 2.91020 4.82230
H: 2.75720 2.73030 5.24670
H: 4.16240 1.57200 3.53320
H: 3.06990 0.66880 1.50980
H: -2.42790 4.60110 -1.33310
H: -3.00930 4.12420 -3.70360
H: -2.74550 1.78310 -4.53520
H: -1.85830 0.06610 -2.99470
O: -1.38490 -1.95750 -1.04130
C: -0.98950 -3.30340 -1.31000
C: -0.62030 -3.48830 -2.77970
C: 0.39090 -2.42250 -3.21240
C: 1.69620 -2.51910 -2.47720
C: 2.66790 -3.40300 -2.92530
C: 3.91080 -3.41680 -2.31370
C: 4.13800 -2.52060 -1.28190
C: 3.10300 -1.70530 -0.87030
N: 1.87800 -1.72220 -1.41790
H: -2.17000 -1.78900 -1.58150
H: -1.79500 -3.99370 -1.02300
H: -0.11860 -3.49650 -0.67770
H: -1.51640 -3.41030 -3.40000
H: -0.20540 -4.48600 -2.91470
H: -0.01460 -1.42210 -3.03240
H: 0.58790 -2.53270 -4.27840
H: 2.45040 -4.06190 -3.74900
H: 4.68220 -4.09540 -2.64010
H: 5.10350 -2.45100 -0.80980
H: 3.24220 -1.01190 -0.05210
O: 1.24990 -1.53820 1.52130
S: 1.34100 -2.26090 2.83300
C: 2.90810 -1.77810 3.60540
C: 2.86090 -1.39580 4.93730
C: 4.03020 -1.05820 5.59690
C: 5.24010 -1.09210 4.91850
C: 5.27930 -1.46200 3.58190
C: 4.11430 -1.81280 2.92250
C: 1.88640 -3.92870 2.38130
C: 2.06700 -4.86940 3.38110
C: 2.45160 -6.15270 3.03550
C: 2.65680 -6.48510 1.70480
C: 2.47840 -5.53620 0.71170
C: 2.08580 -4.25240 1.05250
H: 1.91360 -1.37210 5.45480
H: 4.00320 -0.77860 6.63940
H: 6.15370 -0.84100 5.43610
H: 6.22250 -1.48980 3.05630
H: 4.13620 -2.11990 1.88910
H: 1.90470 -4.59370 4.41090
H: 2.59500 -6.89590 3.80300
H: 2.96130 -7.48720 1.44550
H: 2.64820 -5.79410 -0.32360
H: 1.93630 -3.49950 0.29520
C: 1.54450 1.13260 -1.29690
C: 2.63190 1.11680 -1.87030
C: 3.89850 0.90150 -2.42710
C: 3.92650 0.04000 -3.58500
C: 2.81630 0.01560 -4.44800
C: 2.75060 -0.86250 -5.50590
C: 3.78790 -1.75340 -5.74800
C: 4.89200 -1.74570 -4.91150
C: 4.95920 -0.87560 -3.84450
C: 5.04890 1.34690 -1.69740
C: 4.89320 1.85880 -0.39310
C: 5.98180 2.14910 0.39730
C: 7.26960 1.95970 -0.08350
C: 7.44440 1.56050 -1.39930
C: 6.35940 1.29100 -2.20590
H: 2.00830 0.71160 -4.26850
H: 1.89030 -0.85400 -6.16220
H: 3.73230 -2.44740 -6.57310
H: 5.70620 -2.43450 -5.09070
H: 5.80090 -0.94050 -3.17440
H: 3.89130 2.01590 -0.01860
H: 5.82850 2.52170 1.40110
H: 8.12130 2.14900 0.55170
H: 8.44260 1.45190 -1.79560
H: 6.52250 1.05270 -3.24480

Computed properties:
multiplicity	2
charge	+1
<S²>	0.79
gap between HOMO and LUMO (alpha / beta)	0.215 / 0.206	Ha
HOMO energy (alpha / beta)	-7.657 / -7.787	eV

Below is 2 unconnected molecules or ions with the total composition C5H15N2, with properties calculated with ωB97M-V/def2-TZVPD.

Positions of all 22 atoms, in Å:
C: 1.08791 1.52051 0.31660
C: 0.33140 1.87962 -0.72619
N: -0.25933 1.04356 -1.60624
N: 1.70970 2.57933 1.14229
H: 1.30134 0.52414 0.65943
H: 0.20524 2.93781 -0.93439
H: -0.98596 1.43694 -2.17966
H: -0.39317 0.08423 -1.32411
H: 2.72794 2.46770 1.19349
H: 1.35299 2.58326 2.10091
H: 1.53480 3.50179 0.73936
C: -0.27040 -2.69086 1.23080
C: -1.28947 -1.84976 0.47653
C: -1.31905 -2.18453 -1.01304
H: -0.50659 -3.75122 1.15255
H: -0.24829 -2.44156 2.29241
H: 0.73834 -2.55108 0.83450
H: -1.07217 -0.78317 0.62345
H: -2.28043 -2.01114 0.89840
H: -2.01117 -1.54639 -1.56495
H: -0.32307 -2.09391 -1.45863
H: -1.63714 -3.21655 -1.16213

Computed properties:
charge	+1
gap between HOMO and LUMO	0.354	Ha
HOMO energy	-13.231	eV

Below is a gas-phase ion, C5H8F2O4P (charge -1), with properties calculated with ωB97M-V/def2-TZVPD.

Positions of all 20 atoms, in Å:
C: -1.37180 -2.76891 -0.64376
C: -0.96044 1.11993 -1.82083
C: 1.67132 -1.53149 1.56472
C: -0.61656 1.16638 -0.35210
C: -1.47322 -3.98134 0.03085
O: -1.92927 -2.23624 -1.60232
O: -0.14730 -2.14609 -0.15354
O: -1.12549 -0.89794 1.94072
O: 0.38556 0.27304 0.15330
F: -2.66415 -4.67033 0.11826
F: -0.61377 -4.23122 1.09459
P: -0.02307 -1.03547 0.96052
H: -1.85084 1.63285 -2.08875
H: -0.13783 1.61869 -2.48742
H: -0.98637 0.09944 -2.03889
H: 2.35814 -1.41080 0.66528
H: 2.01274 -0.98171 2.38755
H: 1.54031 -2.57607 1.85522
H: -1.68838 1.06502 0.16084
H: -0.33390 2.20813 -0.07921

Computed properties:
charge	-1
gap between HOMO and LUMO	0.237	Ha
HOMO energy	-2.892	eV